Density functional theory data (ωB97M-V/def2-TZVPD) for a 15-piece molecular cluster, H30O15 overall.

Geometry as XYZ:
```
45
H30O15 ωB97M-V/def2-TZVPD
O -16.538 18.482 -5.255
H -16.374 18.914 -6.059
H -15.619 18.336 -4.923
O -14.145 11.499 -3.102
H -14.534 12.356 -2.930
H -13.444 11.471 -2.471
O -14.582 13.848 -1.460
H -14.467 13.377 -0.624
H -13.797 14.369 -1.518
O -13.732 17.199 -5.564
H -13.281 16.999 -6.420
H -13.119 17.607 -4.993
O -15.679 16.037 0.535
H -16.042 15.911 -0.343
H -16.350 15.586 1.078
O -12.199 18.036 -3.472
H -11.282 18.125 -3.645
H -12.333 17.465 -2.732
O -12.554 14.625 -3.437
H -13.260 14.525 -4.092
H -12.327 13.731 -3.133
O -15.133 16.039 -3.007
H -14.543 16.096 -3.783
H -15.084 15.148 -2.790
O -13.688 17.766 -0.810
H -14.359 18.023 -0.169
H -14.254 17.506 -1.551
O -17.293 15.941 -4.419
H -16.487 15.857 -3.923
H -17.334 16.873 -4.493
O -17.165 13.499 -0.387
H -16.559 13.516 0.381
H -16.569 13.415 -1.138
O -14.556 14.257 -5.181
H -14.992 13.454 -5.325
H -14.178 14.512 -6.044
O -16.179 16.007 -7.104
H -15.617 16.378 -7.772
H -15.746 16.172 -6.294
O -16.611 12.993 -3.508
H -16.739 13.657 -4.209
H -16.809 12.157 -3.915
O -16.628 18.237 -1.818
H -16.687 17.294 -1.822
H -17.295 18.533 -2.464
```

Spin multiplicity: 1
Frontier orbital gap, eV: 10.28
Energy relative to the best compared isomer or geometry (same formula, charge and spin), kJ/mol: 170.64
Calculated total energy, eV: -31199.897
LUMO, eV: -0.21

Results of the natural (NBO) charge analysis, in e, for atoms 1 through 8: number 1, O, carries -0.96; number 2, H, carries 0.47; number 3, H, carries 0.49; number 4, O, carries -0.96; number 5, H, carries 0.49; number 6, H, carries 0.45; number 7, O, carries -0.98; number 8, H, carries 0.49